# 1
16
Properties=species:S:1:pos:R:3:lowdin_charge:R:1 method="wB97M-V/def2-TZVPD" max_force_ev_per_a=0.570 homo_lumo_gap_ev=10.43 smiles="C[C@H]1CCC1=O.[H][H]" multiplicity=1
C 1.68 -0.91 -0.19 -0.06
C 0.48 -0.23 0.46 -0.30
C 0.28 1.28 0.17 -0.13
C -0.91 0.97 -0.78 -0.08
C -0.74 -0.50 -0.42 -0.48
O -1.26 -1.52 -0.80 0.07
H 1.55 -2.00 -0.12 0.09
H 1.72 -0.65 -1.25 0.09
H 2.62 -0.63 0.28 0.08
H 0.39 -0.51 1.52 0.14
H -0.02 1.86 1.05 0.10
H 1.13 1.78 -0.30 0.11
H -1.87 1.43 -0.55 0.11
H -0.70 1.11 -1.84 0.12
H -2.12 -0.45 1.61 0.08
H -2.23 -1.03 1.16 0.08

***

# 2
65
Properties=species:S:1:pos:R:3:lowdin_charge:R:1 method="wB97M-V/def2-TZVPD" max_force_ev_per_a=0.503 homo_lumo_gap_ev=8.10 smiles=CCOc1cc(CN2CCC[C@@H](N3CCN(c4ccc(F)cc4)CC3)C2)ccc1OC multiplicity=1
C 5.45 0.18 2.69 -0.06
C 4.33 -0.84 2.57 -0.24
O 4.50 -1.72 1.47 -0.08
C 4.30 -1.26 0.19 -0.17
C 3.73 -0.03 -0.10 0.02
C 3.49 0.39 -1.40 -0.23
C 2.86 1.74 -1.63 -0.16
N 1.76 1.97 -0.71 -0.17
C 1.29 3.35 -0.76 -0.20
C 0.25 3.58 0.33 -0.17
C -0.92 2.62 0.17 -0.15
C -0.37 1.19 0.16 -0.30
N -1.35 0.12 0.09 -0.13
C -2.11 0.03 -1.14 -0.17
C -3.28 -0.94 -0.98 -0.15
N -4.22 -0.41 -0.02 -0.10
C -5.55 -0.75 -0.04 -0.23
C -6.01 -1.84 -0.78 -0.02
C -7.35 -2.18 -0.81 -0.02
C -8.25 -1.43 -0.08 -0.29
F -9.57 -1.76 -0.10 0.04
C -7.83 -0.35 0.67 -0.02
C -6.49 -0.01 0.69 -0.02
C -3.65 0.40 1.03 -0.15
C -2.20 -0.03 1.26 -0.15
C 0.66 1.06 -0.96 -0.14
C 3.84 -0.45 -2.45 -0.04
C 4.43 -1.66 -2.18 0.00
C 4.68 -2.09 -0.88 -0.20
O 5.25 -3.33 -0.80 -0.07
C 5.83 -3.79 0.40 -0.08
H 6.41 -0.32 2.78 0.08
H 5.48 0.83 1.82 0.07
H 5.30 0.79 3.58 0.08
H 4.34 -1.51 3.44 0.13
H 3.35 -0.35 2.52 0.11
H 3.42 0.64 0.69 0.11
H 2.54 1.82 -2.69 0.13
H 3.61 2.51 -1.45 0.13
H 2.15 4.01 -0.60 0.12
H 0.85 3.59 -1.75 0.13
H -0.09 4.62 0.29 0.11
H 0.72 3.42 1.30 0.12
H -1.63 2.76 0.99 0.11
H -1.43 2.83 -0.77 0.11
H 0.17 1.03 1.10 0.15
H -1.45 -0.35 -1.93 0.12
H -2.51 1.00 -1.47 0.12
H -3.78 -1.04 -1.95 0.12
H -2.90 -1.92 -0.68 0.13
H -5.32 -2.46 -1.34 0.10
H -7.70 -3.02 -1.38 0.12
H -8.55 0.23 1.23 0.12
H -6.18 0.85 1.26 0.10
H -3.69 1.47 0.77 0.12
H -4.21 0.26 1.95 0.12
H -2.20 -1.09 1.56 0.12
H -1.78 0.54 2.09 0.12
H 1.04 0.04 -0.99 0.13
H 0.18 1.28 -1.94 0.13
H 3.66 -0.15 -3.47 0.11
H 4.72 -2.33 -2.98 0.12
H 6.33 -4.72 0.13 0.09
H 6.57 -3.08 0.79 0.10
H 5.08 -3.99 1.17 0.09

***

# 3
62
Properties=species:S:1:pos:R:3:lowdin_charge:R:1 method="wB97M-V/def2-TZVPD" max_force_ev_per_a=3.153 homo_lumo_gap_ev="7.00 / 7.04" s2=8.759 multiplicity=6
Sm -1.11 -0.94 1.06 1.16
N 0.78 1.07 4.57 0.08
C -0.17 0.76 3.67 -0.92
S -1.00 -0.72 3.89 0.53
N -0.45 1.70 2.79 -0.03
N -1.37 1.41 1.85 -0.10
C -1.99 2.40 1.25 -0.20
C -1.73 3.82 1.55 -0.18
C -1.75 4.27 2.86 -0.02
C -1.57 5.62 3.14 -0.07
C -1.36 6.52 2.11 -0.08
C -1.28 6.07 0.80 -0.08
C -1.47 4.73 0.52 -0.05
C -3.04 2.04 0.31 -0.23
C -3.94 3.00 -0.19 0.01
C -4.93 2.61 -1.07 -0.04
C -5.03 1.26 -1.41 -0.04
C -4.12 0.37 -0.85 -0.18
N -3.15 0.74 -0.02 0.00
H 0.91 0.48 5.37 0.08
H 1.23 1.96 4.52 0.10
H -1.93 3.56 3.66 0.11
H -1.59 5.96 4.16 0.10
H -1.25 7.57 2.32 0.10
H -1.09 6.76 0.00 0.10
H -1.40 4.37 -0.50 0.10
H -3.86 4.03 0.13 0.11
H -5.63 3.33 -1.46 0.11
H -5.79 0.91 -2.09 0.11
H -4.16 -0.68 -1.09 0.05
O 0.16 -2.44 -1.55 -0.16
C 1.37 -2.66 -0.81 -0.35
C 0.92 -2.18 0.58 -0.69
O 0.11 -2.88 1.22 -0.10
O 1.11 -0.97 0.88 -0.14
C 2.44 -1.76 -1.39 -0.15
C 3.56 -1.41 -0.66 -0.01
C 4.52 -0.57 -1.21 -0.06
C 4.36 -0.09 -2.50 -0.08
C 3.25 -0.45 -3.24 -0.07
C 2.29 -1.28 -2.69 -0.04
C 1.81 -4.10 -0.89 -0.13
C 2.56 -4.67 0.13 -0.02
C 3.01 -5.98 0.01 -0.07
C 2.70 -6.72 -1.11 -0.09
C 1.94 -6.16 -2.13 -0.07
C 1.50 -4.85 -2.02 -0.01
H -0.53 -3.07 -1.26 0.03
H 3.68 -1.78 0.35 0.12
H 5.39 -0.29 -0.63 0.11
H 5.11 0.57 -2.93 0.10
H 3.11 -0.08 -4.24 0.11
H 1.42 -1.57 -3.26 0.10
H 2.78 -4.10 1.01 0.12
H 3.59 -6.42 0.81 0.10
H 3.04 -7.74 -1.20 0.10
H 1.67 -6.75 -2.99 0.10
H 0.92 -4.41 -2.82 0.12
Cl 0.03 2.26 -2.32 0.20
Si -0.53 0.44 -1.52 0.00
Cl -1.50 -0.33 -3.13 0.26
Cl -2.55 -2.50 -0.30 0.02

***

Relative energy (zero: lowest compared OMol25 entry of this formula, charge and spin), respectively: 44.1; 53.5; 29.1 kcal/mol.
Total energy, respectively: -271.682302; -1387.598982; -4213.302149 Eh.